2 unconnected molecules or ions with the total composition C2HBrFOS2 at a distorted geometry, computed with ωB97M-V/def2-TZVPD.

Last columns: bonded neighbours and bond lengths (Å).
CARTESIAN COORDINATES (ANGSTROEM)
1 C -0.8991 -0.6321 0.0365  C2 1.291, O3 1.167
2 C -1.8055 0.1014 -0.5166  C1 1.291, Br7 1.902, H8 1.026
3 O -0.4644 -1.6383 0.4377  C1 1.167
4 F 3.8380 -0.1657 1.3162  S6 1.793
5 S 1.4115 1.0172 -0.2630  S6 1.944
6 S 3.2805 0.4815 -0.2601  F4 1.793, S5 1.944
7 Br -3.5428 -0.1963 0.1979  C2 1.902
8 H -1.8182 1.0322 -0.9486  C2 1.026

electronic energy = -3622.3062 hartree
energy relative to the best compared isomer or geometry (same formula, charge and spin) = 31.41 kcal/mol
charge = -1
F_max = 0.060 hartree/bohr
lowest unoccupied orbital energy (alpha / beta) = 2.7984 / 2.7985 eV
orbital gap (alpha / beta) = 5.87 / 5.87 eV

Atomic charges from the Mulliken analysis, expressed in e, are listed below:
1. C 0.5196
2. C -0.5146
3. O -0.3770
4. F -0.3999
5. S -0.4209
6. S 0.0089
7. Br -0.2128
8. H 0.3969